(1)
ORCA calculation (ωB97M-V with the def2-TZVPD basis set) on C5H20F2HfN10O5 as an isolated structure at a distorted geometry.

CARTESIAN COORDINATES (ANGSTROEM)
Hf  3.13  0.71  0.29
F  1.03  0.09  0.33
F  2.42  1.60  -1.55
C  1.28  3.20  1.96
O  1.93  2.35  1.28
N  1.85  4.16  2.69
N  -0.06  3.20  1.97
H  2.83  4.30  2.48
H  1.29  4.80  3.22
H  -0.52  2.45  1.49
H  -0.51  3.82  2.62
C  -1.94  -2.09  0.06
O  -2.71  -2.83  -0.50
N  -1.91  -0.73  -0.12
N  -1.01  -2.44  1.00
H  -1.07  -0.20  0.07
H  -2.53  -0.28  -0.77
H  -0.97  -3.40  1.28
H  -0.34  -1.75  1.26
C  2.01  -1.98  -2.22
O  2.65  -1.17  -1.48
N  2.60  -2.50  -3.30
N  0.75  -2.38  -1.98
H  3.45  -2.09  -3.63
H  2.18  -3.33  -3.68
H  0.35  -2.98  -2.68
H  0.22  -1.93  -1.25
C  -1.66  -0.82  4.05
O  -0.78  -1.54  4.48
N  -1.48  0.31  3.29
N  -2.99  -1.20  4.05
H  -2.21  0.98  3.13
H  -0.58  0.50  2.89
H  -3.60  -0.47  3.75
H  -3.16  -2.10  4.46
C  -0.36  0.61  -3.96
O  -1.23  0.30  -4.75
N  -0.58  1.10  -2.70
N  0.97  0.44  -4.24
H  -1.54  1.18  -2.41
H  0.11  0.92  -1.99
H  1.07  0.30  -5.24
H  1.65  0.88  -3.64

Computed properties:
relative energy (zero: lowest compared OMol25 entry of this formula, charge and spin)	37.59	kcal per mole
gap between HOMO and LUMO	0.1182	Ha
total charge	+2

Atom-resolved charges from Löwdin, all expressed in e:
1. Hf 2.33
2. F -0.43
3. F -0.39
4. C -0.55
5. O -0.18
6. N 0.24
7. N 0.25
8. H 0.14
9. H 0.15
10. H 0.12
11. H 0.15
12. C -0.71
13. O 0.08
14. N 0.14
15. N 0.16
16. H 0.03
17. H 0.10
18. H 0.12
19. H 0.06
20. C -0.61
21. O -0.15
22. N 0.21
23. N 0.25
24. H 0.13
25. H 0.13
26. H 0.14
27. H 0.08
28. C -0.67
29. O 0.03
30. N 0.13
31. N 0.17
32. H 0.09
33. H 0.05
34. H 0.09
35. H 0.12
36. C -0.68
37. O 0.07
38. N 0.15
39. N 0.15
40. H 0.09
41. H 0.04
42. H 0.12
43. H 0.06

(2)
ORCA calculation (ωB97M-V with the def2-TZVPD basis set) on C32H29BF2IN4O5W as an isolated structure.

CARTESIAN COORDINATES (ANGSTROEM)
W  -0.39  0.11  -0.30
O  -4.03  4.81  3.68
C  -4.58  4.05  2.87
O  -5.76  3.97  2.48
C  -3.62  3.06  2.16
C  -4.11  2.10  1.29
C  -3.25  1.24  0.64
N  -1.92  1.30  0.81
C  -1.44  2.19  1.70
C  -2.25  3.08  2.38
C  0.04  2.11  1.90
O  0.66  2.84  2.63
O  0.55  1.11  1.22
H  -5.18  2.05  1.12
H  -3.61  0.49  -0.04
H  -1.82  3.78  3.08
C  -0.98  3.42  -1.26
N  -1.28  2.14  -1.91
C  -2.66  2.18  -2.39
C  -0.39  1.94  -3.07
C  1.02  1.73  -2.61
C  2.07  2.28  -3.33
C  3.37  2.14  -2.88
C  3.60  1.47  -1.68
C  2.54  0.95  -0.97
C  1.22  1.03  -1.42
H  -1.04  4.24  -1.98
H  0.03  3.40  -0.84
H  -1.70  3.60  -0.46
H  -2.80  3.00  -3.11
H  -3.35  2.34  -1.56
H  -2.92  1.24  -2.89
H  -0.46  2.81  -3.74
H  -0.76  1.08  -3.63
H  1.87  2.84  -4.24
H  4.20  2.56  -3.44
H  4.61  1.37  -1.29
H  2.74  0.46  -0.02
I  -0.72  -4.15  -0.39
C  -1.99  -0.70  -1.40
C  -3.21  -1.22  -1.80
C  -3.23  -1.94  -2.99
C  -2.06  -2.13  -3.71
C  -0.87  -1.63  -3.23
N  -0.89  -0.93  -2.09
H  -4.11  -1.09  -1.22
H  -4.15  -2.37  -3.34
H  -2.06  -2.70  -4.63
H  0.09  -1.77  -3.71
F  1.61  -1.96  -2.16
B  1.77  -2.18  -0.84
F  2.84  -2.95  -0.60
C  0.24  -2.11  2.62
C  -1.06  -1.34  2.55
O  -1.57  -1.29  1.21
H  0.59  -2.09  3.66
H  1.59  -0.56  2.07
H  0.04  -3.15  2.36
H  -0.93  -0.30  2.88
H  -1.81  -1.80  3.19
H  -1.50  -2.19  0.82
N  7.03  -5.18  3.31
C  6.09  -4.58  3.03
C  4.91  -3.84  2.69
C  3.75  -4.51  2.30
C  2.62  -3.79  1.97
C  2.62  -2.39  2.02
C  3.78  -1.74  2.41
C  4.93  -2.45  2.74
C  1.38  -1.58  1.72
C  0.98  -1.43  0.25
H  3.74  -5.59  2.25
H  1.73  -4.31  1.63
H  3.79  -0.66  2.46
H  5.83  -1.93  3.04

Computed properties:
relative energy (zero: lowest compared OMol25 entry of this formula, charge and spin)	8.98	kcal per mole
multiplicity	3
⟨S²⟩	2.01
gap between HOMO and LUMO (spin up / spin down)	0.2412 / 0.2430	Ha
total charge	-1

Atom-resolved charges from Löwdin, all expressed in e:
1. W 1.75
2. O -0.03
3. C -0.69
4. O -0.04
5. C -0.07
6. C 0.02
7. C -0.11
8. N -0.02
9. C -0.19
10. C 0.08
11. C -0.55
12. O 0.11
13. O -0.20
14. H 0.12
15. H 0.08
16. H 0.14
17. C -0.05
18. N -0.28
19. C -0.08
20. C -0.18
21. C -0.25
22. C -0.05
23. C -0.09
24. C -0.07
25. C -0.10
26. C -0.20
27. H 0.10
28. H 0.10
29. H 0.09
30. H 0.10
31. H 0.08
32. H 0.08
33. H 0.13
34. H 0.11
35. H 0.11
36. H 0.10
37. H 0.10
38. H 0.09
39. I 0.23
40. C -0.32
41. C -0.07
42. C -0.05
43. C -0.05
44. C -0.11
45. N -0.08
46. H 0.11
47. H 0.11
48. H 0.11
49. H 0.12
50. F 0.15
51. B -0.93
52. F 0.20
53. C -0.15
54. C -0.20
55. O -0.25
56. H 0.13
57. H 0.12
58. H 0.06
59. H 0.12
60. H 0.13
61. H -0.08
62. N 0.14
63. C -0.19
64. C -0.24
65. C -0.01
66. C -0.03
67. C -0.19
68. C -0.01
69. C -0.02
70. C -0.30
71. C -0.14
72. H 0.12
73. H 0.08
74. H 0.12
75. H 0.12

(3)
ORCA calculation (ωB97M-V with the def2-TZVPD basis set) on a 9-piece molecular cluster, C43H75Cl2F3IN4O37S8 overall at a distorted geometry.

CARTESIAN COORDINATES (ANGSTROEM)
C  2.55  -2.80  4.10
C  1.66  -4.03  3.55
C  1.01  -3.86  2.17
F  1.38  -5.00  1.37
C  -0.60  -3.60  1.96
N  -0.51  -3.74  0.53
C  -1.25  -3.48  -0.40
O  -2.17  -3.15  -1.03
C  -1.47  -4.90  2.43
O  -1.83  -5.70  1.25
C  -0.82  -6.03  3.29
C  -1.01  -6.09  4.86
C  -1.45  -7.55  5.36
I  -2.02  -7.30  7.46
N  -2.85  -4.55  2.81
C  -3.02  -3.51  3.79
C  -4.43  -2.76  3.65
O  -5.10  -2.81  2.65
N  -5.04  -2.04  4.79
C  -6.06  -2.98  5.26
O  -5.78  -4.13  5.40
F  -7.34  -2.61  5.50
C  -1.78  -2.54  3.86
F  -0.95  -3.08  4.85
N  -1.07  -2.28  2.55
C  -2.13  -1.51  1.75
C  -2.50  -0.07  2.24
C  -4.07  0.25  2.03
C  -4.34  1.81  1.96
C  -3.45  2.69  2.91
C  -3.58  4.25  2.57
C  -2.18  4.87  2.18
C  -1.55  4.35  0.82
C  -2.58  3.86  -0.27
C  -2.14  4.21  -1.76
O  -1.20  3.23  -2.22
C  -1.85  2.09  -2.76
C  -0.06  -1.21  2.83
Cl  0.17  -0.42  4.45
C  0.72  -0.56  1.91
C  1.67  0.65  2.28
Cl  0.79  -0.99  0.20
H  2.10  -2.45  5.07
H  2.59  -2.00  3.32
H  3.61  -3.11  4.28
H  2.46  -4.82  3.42
H  1.06  -4.45  4.40
H  1.61  -3.07  1.64
H  -1.04  -6.23  1.03
H  -1.25  -7.04  3.00
H  0.28  -6.24  3.12
H  -0.03  -5.92  5.40
H  -1.74  -5.39  5.32
H  -0.59  -8.26  5.26
H  -2.34  -7.83  4.74
H  -3.32  -5.43  3.05
H  -3.14  -3.92  4.84
H  -4.35  -1.86  5.52
H  -2.19  -1.63  4.35
H  -3.02  -2.16  1.47
H  -1.77  -1.25  0.71
H  -2.32  0.19  3.31
H  -1.99  0.76  1.65
H  -4.56  -0.11  2.98
H  -4.50  -0.28  1.15
H  -4.31  2.11  0.88
H  -5.41  1.96  2.29
H  -3.79  2.54  3.97
H  -2.35  2.48  2.88
H  -3.88  4.74  3.55
H  -4.40  4.46  1.84
H  -2.30  5.99  2.15
H  -1.42  4.67  2.99
H  -0.89  3.46  1.08
H  -0.84  5.12  0.41
H  -3.62  4.24  -0.15
H  -2.58  2.73  -0.22
H  -1.81  5.27  -1.89
H  -3.08  4.08  -2.38
H  -1.17  1.19  -2.72
H  -2.76  1.80  -2.14
H  -2.24  2.27  -3.82
H  2.42  0.28  3.04
H  2.27  0.98  1.39
H  1.10  1.53  2.65
C  5.31  -5.16  -0.01
C  4.30  -5.83  0.90
O  5.06  -6.76  1.67
S  6.54  -6.16  1.90
O  6.58  -5.54  3.19
O  7.49  -7.14  1.50
O  6.48  -5.00  0.79
H  5.55  -5.79  -0.86
H  4.96  -4.19  -0.37
H  3.51  -6.34  0.35
H  3.85  -5.11  1.59
C  -0.97  2.51  -8.60
C  -0.57  1.60  -7.46
O  -0.75  2.39  -6.28
S  -1.98  3.41  -6.51
O  -3.15  2.83  -5.92
O  -1.53  4.73  -6.21
O  -2.09  3.25  -8.11
H  -0.18  3.22  -8.85
H  -1.25  1.95  -9.50
H  0.46  1.26  -7.55
H  -1.23  0.74  -7.39
C  -0.83  10.15  -0.30
C  -0.89  8.99  -1.27
O  -1.21  7.85  -0.47
S  -2.15  8.32  0.76
O  -3.50  8.06  0.41
O  -1.56  7.86  1.97
O  -1.89  9.91  0.63
H  0.11  10.16  0.25
H  -0.98  11.11  -0.79
H  0.05  8.84  -1.80
H  -1.69  9.12  -2.00
C  9.38  -3.18  -2.16
C  9.72  -4.65  -2.34
O  8.49  -5.27  -2.69
S  7.59  -4.24  -3.53
O  7.76  -4.51  -4.92
O  6.30  -4.15  -2.92
O  8.42  -2.90  -3.18
H  8.91  -3.00  -1.19
H  10.25  -2.53  -2.27
H  10.14  -5.09  -1.44
H  10.42  -4.79  -3.17
C  -0.37  -1.85  -3.92
C  0.86  -2.62  -4.36
O  0.58  -3.04  -5.69
S  -0.37  -1.95  -6.41
O  0.45  -1.09  -7.19
O  -1.51  -2.61  -6.93
O  -0.80  -1.14  -5.07
H  -1.17  -2.54  -3.62
H  -0.16  -1.16  -3.10
H  1.08  -3.47  -3.72
H  1.74  -1.96  -4.39
C  3.34  6.19  -7.96
C  3.22  5.29  -6.74
O  2.66  4.08  -7.24
S  3.17  3.84  -8.75
O  4.27  2.94  -8.72
O  2.03  3.62  -9.58
O  3.73  5.33  -9.03
H  2.38  6.64  -8.21
H  4.08  6.98  -7.82
H  2.59  5.72  -5.97
H  4.21  5.06  -6.32
C  -7.45  4.89  -4.26
C  -6.37  4.13  -3.52
O  -5.67  5.13  -2.77
S  -6.70  6.29  -2.34
O  -7.13  6.03  -1.00
O  -6.17  7.54  -2.74
O  -7.91  5.88  -3.34
H  -7.05  5.40  -5.14
H  -8.28  4.24  -4.56
H  -5.69  3.61  -4.20
H  -6.79  3.41  -2.82
C  5.63  -1.75  8.42
C  4.84  -2.58  7.43
O  3.76  -1.73  7.02
S  4.26  -0.20  7.03
O  4.64  0.17  5.71
O  3.34  0.56  7.80
O  5.60  -0.42  7.89
H  5.15  -1.73  9.40
H  6.65  -2.09  8.53
H  4.46  -3.50  7.87
H  5.43  -2.82  6.55

Computed properties:
gap between HOMO and LUMO	0.2941	Ha
total charge	+1

Results of the Löwdin charge analysis, in e, for atoms 1 through 99:
1. C -0.07
2. C -0.16
3. C -0.20
4. F -0.05
5. C -0.16
6. N 0.13
7. C -0.28
8. O 0.21
9. C -0.32
10. O -0.02
11. C -0.10
12. C -0.33
13. C -0.61
14. I 0.74
15. N 0.11
16. C -0.15
17. C -0.37
18. O 0.15
19. N 0.15
20. C -0.44
21. O 0.17
22. F 0.15
23. C -0.21
24. F 0.02
25. N -0.01
26. C -0.10
27. C -0.16
28. C -0.17
29. C -0.20
30. C -0.19
31. C -0.18
32. C -0.20
33. C -0.17
34. C -0.16
35. C -0.19
36. O -0.21
37. C -0.11
38. C -0.53
39. Cl 0.82
40. C -0.62
41. C -0.11
42. Cl 0.77
43. H 0.06
44. H 0.06
45. H 0.09
46. H 0.12
47. H 0.08
48. H 0.12
49. H 0.11
50. H 0.13
51. H 0.13
52. H 0.10
53. H 0.04
54. H 0.06
55. H 0.06
56. H 0.16
57. H 0.16
58. H 0.14
59. H 0.14
60. H 0.15
61. H 0.11
62. H 0.09
63. H 0.12
64. H 0.10
65. H 0.12
66. H 0.09
67. H 0.13
68. H 0.12
69. H 0.09
70. H 0.11
71. H 0.11
72. H 0.06
73. H 0.12
74. H 0.09
75. H 0.11
76. H 0.11
77. H 0.09
78. H 0.13
79. H 0.11
80. H 0.08
81. H 0.09
82. H 0.08
83. H 0.08
84. H 0.08
85. H 0.09
86. C -0.17
87. C -0.18
88. O -0.18
89. S 0.62
90. O -0.23
91. O -0.21
92. O -0.19
93. H 0.13
94. H 0.13
95. H 0.14
96. H 0.10
97. C -0.15
98. C -0.17
99. O -0.19

(4)
ORCA calculation (ωB97M-V with the def2-TZVPD basis set) on C21H40F10NO23S2V as an isolated structure at a distorted geometry.

CARTESIAN COORDINATES (ANGSTROEM)
V  -2.63  1.77  -2.31
C  0.65  -0.68  -2.95
F  1.13  -0.30  -4.12
F  -0.57  -1.18  -3.08
F  1.43  -1.57  -2.39
S  0.55  0.84  -1.79
O  1.57  0.79  -0.81
O  0.69  1.98  -2.68
N  -1.09  0.77  -1.23
S  -1.00  -0.17  0.04
O  -2.22  -0.89  0.37
O  0.13  -1.07  0.08
C  -0.79  0.95  1.54
F  -0.42  0.21  2.56
F  0.07  1.91  1.27
F  -1.99  1.44  1.80
C  -2.96  -3.25  1.96
C  -1.48  -3.51  2.21
O  -1.04  -3.83  0.89
C  -2.08  -4.39  0.24
O  -2.01  -5.17  -0.66
O  -3.23  -4.12  0.88
F  -1.20  -4.55  3.03
H  -3.18  -2.20  1.89
H  -3.40  -3.65  2.88
H  -0.89  -2.67  2.60
C  -2.68  1.53  5.96
C  -3.29  2.86  6.32
O  -2.43  3.71  5.55
C  -1.70  3.01  4.67
O  -0.91  3.46  3.90
O  -2.06  1.68  4.71
F  -3.28  3.09  7.65
H  -3.40  0.72  5.93
H  -1.86  1.25  6.63
H  -4.32  2.93  5.96
C  4.42  -0.61  2.64
C  4.06  -0.17  1.23
O  4.87  -1.02  0.47
C  5.95  -1.41  1.18
O  6.93  -1.94  0.76
O  5.78  -1.09  2.48
F  4.40  1.15  1.03
H  3.91  -1.54  2.91
H  4.37  0.11  3.44
H  2.98  -0.19  1.11
C  1.23  -0.15  7.31
C  1.01  -0.88  5.98
O  2.05  -0.40  5.15
C  2.52  0.77  5.71
O  3.26  1.53  5.21
O  2.02  0.97  6.95
F  -0.22  -0.61  5.46
H  1.72  -0.85  7.99
H  0.27  0.15  7.73
H  1.05  -1.96  6.14
C  -1.34  2.18  -5.38
O  -1.64  1.32  -4.26
H  -2.10  2.00  -6.15
H  -1.42  3.26  -5.23
H  -0.34  2.02  -5.77
H  -1.74  0.50  -4.76
C  0.99  -5.30  -2.57
O  2.16  -4.57  -2.09
H  1.33  -5.48  -3.60
H  0.74  -6.13  -1.94
H  0.14  -4.61  -2.62
H  2.47  -4.03  -2.82
C  2.10  -0.11  -7.36
O  1.45  -1.15  -8.11
H  2.98  0.12  -7.96
H  1.44  0.78  -7.44
H  2.24  -0.39  -6.31
H  0.51  -1.09  -7.92
C  -1.89  5.04  -2.68
O  -1.51  3.68  -2.80
H  -1.47  5.54  -1.80
H  -1.47  5.65  -3.48
H  -2.97  5.16  -2.60
H  -0.54  3.53  -2.79
C  4.91  2.11  -2.03
O  5.42  3.42  -2.02
H  5.19  1.66  -1.08
H  3.83  2.06  -2.23
H  5.37  1.46  -2.78
H  5.84  3.63  -1.19
C  -4.37  2.33  0.12
O  -3.66  3.03  -0.92
H  -4.01  1.33  0.33
H  -4.38  2.94  1.03
H  -5.47  2.26  0.03
H  -3.64  3.94  -0.60
C  -2.39  -3.75  -3.68
O  -3.46  -2.91  -3.23
H  -2.65  -4.80  -3.56
H  -2.21  -3.61  -4.74
H  -1.51  -3.50  -3.10
H  -3.63  -3.07  -2.30

Computed properties:
multiplicity	4
⟨S²⟩	3.75
gap between HOMO and LUMO (spin up / spin down)	0.2558 / 0.2552	Ha
total charge	+1

Atom-resolved charges from Löwdin, all expressed in e:
1. V 1.14
2. C -0.65
3. F 0.17
4. F 0.13
5. F 0.19
6. S 0.71
7. O -0.24
8. O -0.29
9. N -0.37
10. S 0.60
11. O -0.28
12. O -0.26
13. C -0.67
14. F 0.18
15. F 0.17
16. F 0.12
17. C -0.08
18. C -0.29
19. O 0.12
20. C -0.55
21. O 0.18
22. O 0.09
23. F 0.08
24. H 0.11
25. H 0.15
26. H 0.16
27. C -0.10
28. C -0.29
29. O 0.15
30. C -0.54
31. O 0.18
32. O 0.03
33. F 0.10
34. H 0.15
35. H 0.13
36. H 0.17
37. C -0.04
38. C -0.30
39. O 0.14
40. C -0.55
41. O 0.19
42. O 0.07
43. F 0.05
44. H 0.14
45. H 0.12
46. H 0.15
47. C -0.06
48. C -0.29
49. O 0.13
50. C -0.54
51. O 0.20
52. O 0.10
53. F 0.05
54. H 0.14
55. H 0.14
56. H 0.17
57. C -0.06
58. O -0.21
59. H 0.10
60. H 0.09
61. H 0.10
62. H 0.11
63. C -0.11
64. O -0.14
65. H 0.08
66. H 0.08
67. H 0.04
68. H 0.05
69. C -0.14
70. O -0.13
71. H 0.09
72. H 0.07
73. H 0.06
74. H 0.06
75. C -0.09
76. O -0.20
77. H 0.10
78. H 0.10
79. H 0.09
80. H 0.09
81. C -0.16
82. O -0.11
83. H 0.06
84. H 0.06
85. H 0.08
86. H 0.07
87. C -0.08
88. O -0.18
89. H 0.08
90. H 0.11
91. H 0.10
92. H 0.12
93. C -0.15
94. O -0.13
95. H 0.09
96. H 0.08
97. H 0.04
98. H 0.06

Number 1: DFT total energy -37377.0006 eV. Number 2: DFT total energy -65896.3193 eV. Number 3: DFT total energy -255483.5402 eV. Number 4: DFT total energy -145529.5344 eV.